Density functional theory data (the ωB97M-V functional and the def2-TZVPD basis) for a structure of composition C40H53BN12O2S4Tl in a non-equilibrium geometry.

Geometry as XYZ:
```
113
Properties=species:S:1:pos:R:3:forces:R:3
Tl 1.28392 -1.71987 3.22330 -0.6731 0.0737 -0.1828
C -0.71739 -1.83876 -8.49454 0.1023 0.5768 -0.8673
C 0.29871 -1.48997 -7.44678 0.3018 0.5549 0.4303
C 1.27330 -0.43349 -7.97726 -1.2944 0.3455 1.2464
C 1.00123 -2.77896 -7.14297 0.9458 -0.3411 1.8940
N -0.39921 -0.86723 -6.16159 0.6294 -0.9760 -0.9503
C -1.67684 -0.42485 -6.04523 1.1659 -0.1511 -1.4041
C -1.79933 0.25850 -4.87003 1.2720 0.6152 1.2120
N -0.59110 0.28549 -4.24911 0.3048 -1.0933 -0.5421
B -0.32188 1.06670 -2.83463 -2.3135 -3.1217 0.8925
N 0.93339 1.84701 -2.95326 2.6891 1.7710 -0.2686
C 1.63760 2.25901 -4.07638 -0.1763 -0.9468 0.8723
C 2.64118 3.12943 -3.65449 -0.1160 -0.0856 1.6184
N 2.53720 3.26830 -2.29654 0.4104 -0.8392 0.2865
C 1.61743 2.34031 -1.77540 -0.7446 0.7677 -2.9957
S 1.38947 1.84341 -0.25391 -0.3929 -0.3505 0.4400
C 3.47519 4.05016 -1.40367 1.7205 0.6772 -1.2061
C 2.70067 4.77346 -0.33452 -0.9716 -0.5852 0.3438
C 4.58296 3.09162 -0.83975 -0.8328 -0.5413 1.0006
C 4.19700 5.22309 -2.21690 -0.9740 0.5019 1.5131
N -1.61794 1.84856 -2.52532 -0.4773 0.0927 0.1673
C -1.81955 3.17594 -2.92727 0.5784 -0.1521 0.4035
C -2.76152 3.70836 -2.15475 -1.5145 1.1169 1.0417
N -3.25692 2.73385 -1.28301 -0.2533 -0.3006 -0.3380
C -2.66838 1.53630 -1.60524 0.9819 0.4245 0.0044
S -3.13712 0.02649 -1.08370 0.4824 -0.1445 -0.2177
C -4.45121 2.96665 -0.31866 1.4615 -0.9295 -0.1261
C -4.69692 4.46008 -0.30842 0.5154 0.4829 -1.3388
C -4.11384 2.50416 1.11205 -0.7040 -0.6099 -1.1169
C -5.69696 2.22527 -0.82803 -0.1962 1.9362 -1.0823
C 0.30862 -0.57337 -5.00019 -1.5995 1.1483 0.5387
S 1.78342 -1.17758 -4.53700 -0.5431 0.8947 0.4295
H -0.16124 -2.27123 -9.37430 -0.7201 0.1985 1.0248
H -1.20065 -0.93894 -8.88040 -0.3151 -0.1016 0.0457
H -1.42418 -2.53449 -8.06368 -0.3558 -0.2704 -0.3633
H 1.78574 -0.78159 -8.85181 0.1290 -0.0983 -0.4990
H 1.98019 -0.22570 -7.18703 0.4304 0.2205 0.0005
H 0.65415 0.45413 -8.15604 0.5264 0.0871 -0.3640
H 1.40414 -3.15086 -8.05994 0.0691 -0.3892 -0.6650
H 0.27250 -3.47175 -6.73221 0.0747 -0.3861 -0.0312
H 1.86096 -2.71730 -6.42812 -0.9845 0.0570 -0.7994
H -2.35082 -0.38063 -6.87796 -0.2218 -0.4909 -0.0775
H -2.68256 0.75718 -4.50506 0.1859 0.0668 0.2345
H -0.17012 0.16995 -1.96327 -0.1620 0.8502 -0.8883
H 1.56025 1.72520 -5.05765 -0.3016 1.0826 1.0956
H 3.51431 3.58574 -4.09847 -0.4276 -0.0336 -0.6659
H 2.27348 4.05712 0.37744 0.2808 0.5372 0.0312
H 1.85858 5.32787 -0.78530 0.4449 -0.0312 0.2248
H 3.39494 5.44326 0.15980 -0.1283 0.1804 0.1837
H 4.10691 2.12610 -0.51242 0.4878 0.9015 -0.2714
H 5.07783 3.51080 0.09394 -0.5750 -0.2507 -1.3495
H 5.33184 2.84169 -1.59907 -0.0734 0.2381 0.1468
H 3.47964 6.11188 -2.25775 0.8868 -1.2193 -0.3045
H 4.55956 4.97221 -3.22694 0.2547 0.1615 0.6650
H 4.99409 5.55554 -1.47335 -0.6125 -0.4437 -1.4573
H -1.23167 3.65756 -3.68098 0.2417 0.0585 -0.1535
H -3.22503 4.70304 -2.05780 0.8745 -0.7334 -0.6484
H -3.85526 5.12770 -0.02864 -0.2588 -0.7490 -0.0208
H -5.51869 4.71266 0.30883 -0.8271 0.0376 0.7965
H -4.99732 4.71613 -1.33138 -0.1338 0.3548 0.2050
H -3.32718 3.07756 1.55110 0.5699 0.2664 0.3211
H -3.96248 1.42664 1.21117 0.3318 0.2477 -0.1981
H -5.04370 2.69609 1.60900 -0.3990 0.2532 0.8273
H -5.92009 2.51079 -1.89046 0.3016 -0.2885 0.7752
H -6.52893 2.61602 -0.24905 -0.2270 -0.1284 0.1587
H -5.66517 1.17135 -0.74894 0.2789 -0.9666 0.1622
O -3.20289 -0.60125 4.17115 0.7734 -0.9118 -0.1106
C -2.16095 -1.24285 3.97758 -1.0158 2.1847 0.7659
N -0.91266 -0.95308 4.46743 1.6023 2.3457 0.2585
C -0.69258 0.45113 4.77968 -2.6408 -2.3185 -1.4374
O -1.53974 1.31156 4.65749 -0.1286 0.6193 0.1466
C 0.63497 0.96080 5.13513 2.2713 1.4752 2.0882
C 0.73328 2.25046 5.86051 -0.7114 -2.1480 -1.3392
C 1.96071 2.57275 6.36534 0.5915 0.3365 -0.1750
C 3.10834 1.84114 5.93092 0.0568 0.3266 0.2146
C 2.95978 0.68307 5.22303 -0.9190 -0.1479 -0.0745
N 1.71790 0.23026 4.92943 -0.0439 -0.3182 -0.3168
C -2.24225 -2.39009 3.05138 2.1527 -1.6539 0.4118
C -3.31670 -2.59629 2.23936 -0.0917 0.4482 -1.4913
C -3.22760 -3.58519 1.24670 -0.6072 -0.2435 0.5543
C -2.14280 -4.46862 1.30414 -1.8470 0.3383 -0.9841
C -1.17157 -4.24692 2.22727 1.3575 -0.2757 0.2222
N -1.15780 -3.20248 3.03865 -0.3758 0.0268 0.2856
H -0.17904 2.85915 5.94283 0.5640 -0.5007 0.3186
H 2.02151 3.40905 7.07817 0.3290 -0.2716 -0.6374
H 4.13325 2.16478 6.05921 -0.1475 0.2653 0.6379
H 3.80861 0.04912 4.90821 -0.5429 0.4950 0.1675
H -4.02567 -1.78323 2.28744 -0.6209 -0.3777 -0.1461
H -4.04117 -3.72690 0.50651 0.6984 0.1934 0.5370
H -2.09744 -5.29726 0.61682 0.1565 -0.1235 -0.0648
H -0.30321 -4.91782 2.24979 -0.2200 0.3205 0.2171
N 5.98257 3.53535 -5.37424 1.2980 0.9578 0.4904
H 5.61709 3.02203 -6.14037 -0.3171 -0.5259 -0.7816
H 6.09275 2.88305 -4.59596 0.3942 0.2523 -0.3950
H 6.91811 3.91565 -5.68693 -1.4697 -0.7378 0.7775
N 2.79630 -5.42928 6.20538 -1.8535 -0.3561 3.5252
C 1.89576 -4.93142 5.34642 -1.5635 -0.6221 0.7537
S 2.18957 -4.57866 3.74531 0.8137 0.0314 -0.2407
N 0.61718 -4.75112 5.82125 -0.7960 -0.8444 -0.1706
C -0.14781 -5.66276 6.73883 1.7438 0.8832 -1.0702
C -0.06203 -7.04826 6.71897 2.0136 0.7739 -2.7194
C -0.74688 -7.79622 7.65634 0.2755 0.3347 0.0176
C -1.49700 -7.16582 8.65033 0.2401 1.6620 0.2855
C -1.50332 -5.72626 8.71680 -0.3239 -1.7012 -0.5630
C -0.86688 -5.02055 7.68899 -1.1472 0.5115 1.9189
H 3.61328 -5.84040 5.86271 1.2668 -0.3950 -0.5964
H 2.51798 -5.69456 7.24346 0.6082 0.8338 -3.1883
H 0.03844 -4.26395 5.12083 0.2173 -0.3610 0.4944
H 0.64231 -7.38105 5.83125 -1.6498 -0.2294 2.1435
H -0.56954 -8.84813 7.61763 -0.4312 -0.6393 0.1885
H -2.03810 -7.74468 9.40089 0.2760 0.1476 -0.2207
H -2.01349 -5.19738 9.53877 0.2236 -0.3827 -0.6334
H -0.91971 -3.94669 7.66911 0.1105 0.2919 0.0959
```
Forces are in eV/Å.

Computed properties:
ΔE to the lowest compared entry with this formula, charge and spin: 0.690 eV
Total energy: -4153.4568 a.u.
Gap between HOMO and LUMO (alpha / beta): 3.6 / 3.6 eV
Charge: +1
2S+1: 1

Atomic partial charges in e from the Mulliken method, atoms 1 to 8:
1. Tl 0.638
2. C -1.929
3. C 1.114
4. C -1.546
5. C -1.578
6. N 0.326
7. C -0.560
8. C -0.226